[1]
{"formula": "C28H56CaCl2F3N8O11S2", "method": "ωB97M-V/def2-TZVPD", "elements": ["Ca", "N", "S", "O", "O", "F", "S", "O", "O", "F", "C", "C", "O", "N", "C", "H", "H", "H", "H", "H", "H", "H", "C", "C", "O", "N", "C", "H", "H", "H", "H", "H", "H", "H", "C", "C", "O", "N", "C", "H", "H", "H", "H", "H", "H", "H", "C", "C", "O", "N", "C", "H", "H", "H", "H", "H", "H", "H", "C", "C", "O", "N", "C", "H", "H", "H", "H", "H", "H", "H", "C", "C", "O", "N", "C", "H", "H", "H", "H", "H", "H", "H", "C", "C", "O", "N", "C", "H", "H", "H", "H", "H", "H", "H", "C", "Cl", "Cl", "H", "H", "F", "C", "C", "C", "C", "C", "C", "H", "H", "H", "H", "H"], "xyz": [[0.91469, 1.59639, -2.20086], [0.90914, -0.23188, -0.94535], [0.49687, -0.56251, 0.45686], [1.64353, -0.53875, 1.37282], [-0.58211, -1.55037, 0.69233], [-0.31483, 0.82912, 0.73113], [1.18935, -1.91609, -1.36286], [0.09997, -2.66908, -1.95599], [2.10074, -2.66331, -0.51432], [2.20913, -1.65006, -2.55697], [0.40176, -3.17848, 3.30532], [0.37072, -4.32388, 4.23023], [1.40391, -4.80571, 4.59068], [-0.75108, -4.83489, 4.69620], [-2.09796, -4.30947, 4.51204], [0.62631, -2.27689, 3.87523], [-0.53557, -2.99816, 2.77901], [1.18478, -3.35724, 2.56840], [-0.66552, -5.68533, 5.23428], [-2.46429, -4.65998, 3.54713], [-2.02530, -3.22243, 4.47806], [-2.57534, -4.73772, 5.39341], [1.80797, 1.43099, -6.54680], [1.23499, 0.44177, -5.54940], [1.28413, 0.67270, -4.35679], [0.64823, -0.69085, -5.99167], [-0.05495, -1.69564, -5.17508], [1.85674, 2.44337, -6.14579], [1.21483, 1.35480, -7.45811], [2.80381, 1.13099, -6.87301], [0.72179, -0.84680, -6.98684], [0.65449, -2.48453, -4.92522], [-0.75766, -2.25585, -5.79191], [-0.50198, -1.35955, -4.23950], [-0.71812, 5.08595, -0.49820], [-1.34166, 3.66559, -0.47146], [-0.80483, 2.79552, -1.17977], [-2.48178, 3.46938, 0.16867], [-3.20615, 2.23491, 0.27929], [-0.55942, 5.56847, -1.46261], [0.27399, 5.09305, -0.04678], [-1.28597, 5.80212, 0.09573], [-2.86666, 4.26187, 0.66258], [-2.80561, 1.57101, 1.04539], [-3.16943, 1.71119, -0.67595], [-4.23643, 2.30315, 0.62852], [4.21679, 3.51779, 0.20656], [2.71806, 3.22964, 0.43026], [2.00967, 2.94589, -0.55160], [2.34146, 3.23816, 1.68516], [1.02646, 3.07768, 2.23358], [4.42514, 3.56397, -0.86235], [4.82994, 2.74532, 0.67071], [4.40629, 4.48829, 0.66515], [3.08064, 3.45949, 2.33688], [1.08287, 3.54796, 3.21528], [0.67800, 2.05043, 2.34056], [0.32021, 3.63791, 1.62084], [-2.97136, 1.96340, -4.21214], [-2.48126, 0.94944, -3.20540], [-1.25361, 0.81569, -3.07855], [-3.33858, 0.10865, -2.67972], [-2.96766, -0.98277, -1.77553], [-4.02542, 1.87089, -4.47386], [-2.29167, 1.99628, -5.06365], [-2.93551, 2.90090, -3.65726], [-4.26307, 0.07077, -3.08469], [-2.37255, -1.81287, -2.15616], [-3.94076, -1.41820, -1.54842], [-2.50817, -0.59486, -0.86642], [4.93457, 1.29020, -4.05404], [4.33834, 0.99401, -2.65505], [3.21284, 1.49561, -2.42413], [4.98321, 0.27868, -1.77415], [4.54093, -0.09887, -0.41015], [4.89965, 0.50490, -4.80913], [5.93394, 1.61245, -3.76161], [4.42776, 2.13537, -4.51982], [5.82904, -0.16626, -2.10081], [5.31016, 0.23704, 0.28521], [4.44029, -1.18404, -0.42963], [3.64405, 0.39709, -0.03902], [-0.76914, -5.10600, 0.32014], [-2.14293, -4.88424, 0.81930], [-2.84568, -5.78394, 1.24728], [-2.50556, -3.61046, 0.88064], [-3.83743, -3.23445, 1.29115], [-0.19990, -5.73995, 0.99996], [-0.14094, -4.21829, 0.39396], [-0.81219, -5.43433, -0.71833], [-1.87365, -2.83592, 0.73616], [-3.78163, -2.16502, 1.49443], [-4.20477, -3.80392, 2.14488], [-4.52403, -3.32562, 0.44951], [3.62622, 0.67311, 3.90605], [2.22936, -0.14733, 4.56921], [5.15738, 0.05491, 4.55019], [3.58908, 0.61724, 2.81811], [3.53683, 1.70263, 4.25275], [-5.25262, 1.80315, 3.76774], [-3.97497, 1.31244, 3.82745], [-3.00516, 2.18341, 4.30442], [-1.68435, 1.74108, 4.26259], [-1.31872, 0.41429, 3.95787], [-2.35623, -0.44164, 3.50636], [-3.66209, -0.02595, 3.54257], [-3.16167, 3.19732, 4.64191], [-0.87593, 2.38430, 4.57740], [-0.29597, 0.06770, 3.94231], [-2.03402, -1.44261, 3.26011], [-4.40923, -0.77483, 3.32495]], "homo_energy_ha": -0.3775, "charge": 1, "orbital_gap_ev": 8.1}

[2]
{"formula": "C17H24N4O2S2", "method": "ωB97M-V/def2-TZVPD", "elements": ["C", "C", "N", "C", "C", "N", "C", "C", "N", "S", "O", "O", "C", "C", "C", "C", "S", "C", "C", "C", "C", "N", "C", "C", "C", "H", "H", "H", "H", "H", "H", "H", "H", "H", "H", "H", "H", "H", "H", "H", "H", "H", "H", "H", "H", "H", "H", "H", "H"], "xyz": [[-3.51683, -4.89623, -3.98914], [-3.04251, -4.61161, -2.56870], [-1.97454, -3.62748, -2.53685], [-2.43628, -2.28352, -2.83503], [-1.25123, -1.31234, -2.87764], [-0.46684, -1.29691, -1.65178], [-1.11149, -0.54264, -0.58093], [-0.31407, -0.60342, 0.73672], [1.04430, -0.13826, 0.58972], [1.37456, 1.44753, 1.00459], [0.17385, 2.13207, 1.38352], [2.25545, 2.00765, 0.02982], [2.31474, 1.17712, 2.48027], [3.65753, 1.29588, 2.65686], [4.05594, 0.97117, 3.97210], [3.00512, 0.61134, 4.75606], [1.50912, 0.66701, 3.90668], [-1.20107, 0.91614, -0.96186], [-2.21002, 1.72053, -0.44831], [-2.21306, 3.07187, -0.74289], [-1.20441, 3.56746, -1.55404], [-0.25104, 2.81068, -2.06611], [-0.24208, 1.52659, -1.76582], [-0.07616, -2.66475, -1.35952], [-1.26188, -3.63088, -1.27263], [-4.16134, -5.77162, -3.99073], [-4.07825, -4.06133, -4.39936], [-2.65946, -5.08819, -4.62816], [-2.63955, -5.53577, -2.14516], [-3.89996, -4.30131, -1.94285], [-3.18068, -1.94099, -2.09047], [-2.91711, -2.28364, -3.81357], [-0.57938, -1.62025, -3.68351], [-1.61142, -0.30489, -3.09029], [-2.12844, -0.91298, -0.35244], [-0.30469, -1.61731, 1.14957], [-0.79336, 0.05860, 1.46155], [1.43641, -0.36208, -0.31295], [4.31467, 1.61136, 1.86833], [5.07441, 1.00679, 4.31353], [3.01967, 0.31881, 5.78707], [-2.97753, 1.29318, 0.18340], [-2.97684, 3.72390, -0.34831], [-1.15834, 4.61662, -1.81491], [0.55765, 0.94687, -2.20674], [0.56007, -2.98652, -2.18974], [0.51435, -2.70543, -0.44503], [-1.91961, -3.34753, -0.42834], [-0.88907, -4.64099, -1.08539]], "homo_energy_ha": -0.3133, "smiles": "CCN1CCN([C@@H](CNS(=O)(=O)c2cccs2)c2cccnc2)CC1", "orbital_gap_ev": 9.1}

[3]
{"formula": "C12H10N4", "method": "ωB97M-V/def2-TZVPD", "elements": ["C", "C", "C", "C", "C", "C", "C", "N", "N", "N", "C", "C", "C", "N", "C", "C", "H", "H", "H", "H", "H", "H", "H", "H", "H", "H"], "xyz": [[0.79490, -2.65476, 2.74653], [0.69245, -2.82136, 1.36907], [0.05381, -1.76074, 0.65177], [-0.42089, -0.57190, 1.19126], [-0.13017, -0.41553, 2.59931], [0.41731, -1.44583, 3.31796], [-0.55660, 0.93628, 2.90311], [-1.04618, 1.52730, 1.81109], [-1.09010, 0.61822, 0.79228], [-1.48136, 0.91544, -0.54280], [-0.58299, 1.13237, -1.62237], [-0.97957, 1.90420, -2.77307], [-0.16127, 2.10450, -3.90106], [1.11046, 1.63157, -3.93502], [1.54474, 0.72717, -2.95818], [0.67682, 0.45230, -1.84853], [1.26215, -3.47246, 3.27643], [0.97610, -3.69477, 0.91413], [-0.18633, -1.94992, -0.40215], [0.58819, -1.49336, 4.38634], [-0.52161, 1.36726, 3.88970], [-1.99458, 1.70156, -0.42497], [-1.98355, 2.27497, -2.77198], [-0.61254, 2.75840, -4.63198], [2.57188, 0.36656, -3.04850], [1.05894, -0.13747, -0.98835]], "homo_energy_ha": -0.3097, "smiles": "c1ccc2c(c1)cnn2Nc1ccncc1", "orbital_gap_ev": 8.9}

[4]
{"formula": "BrH14O7", "method": "ωB97M-V/def2-TZVPD", "elements": ["Br", "O", "H", "H", "O", "H", "H", "O", "H", "H", "O", "H", "H", "O", "H", "H", "O", "H", "H", "O", "H", "H"], "xyz": [[0.43387, -0.90961, -0.31555], [3.34654, 1.25547, -0.74210], [3.46875, 1.72801, 0.08862], [3.08520, 0.41245, -0.46495], [0.68965, 2.25995, 0.34444], [0.15182, 2.00303, 1.08622], [0.97151, 1.41400, 0.00512], [2.12635, 0.53203, 2.39596], [1.77650, -0.10688, 1.77290], [1.43835, 0.60981, 3.07735], [-0.53382, -1.29457, 2.74916], [-0.28362, -1.47887, 1.84860], [-0.28959, -2.11300, 3.13908], [-0.55163, -0.54011, -3.52891], [0.04703, -0.83764, -2.85604], [-1.01304, -1.34372, -3.71006], [-2.28512, 0.82268, -0.04532], [-1.35264, 0.61218, 0.24344], [-2.22524, 0.97532, -0.97390], [-3.02506, -1.66381, -1.50003], [-3.76814, -1.09410, -1.35098], [-2.20768, -1.24262, -1.26304]], "homo_energy_ha": -0.2179, "charge": -1, "orbital_gap_ev": 9.2}

[5]
{"formula": "C3H6NO3S", "method": "ωB97M-V/def2-TZVPD", "elements": ["C", "C", "C", "N", "O", "O", "O", "S", "H", "H", "H", "H", "H", "H"], "xyz": [[-2.26669, 0.74403, 0.74450], [0.53623, -0.77681, -1.31396], [-1.04864, 1.54992, 1.14006], [1.69535, -0.81783, 1.21852], [-2.27094, -0.36234, 0.24521], [-3.17998, 1.53081, 1.08184], [2.13543, 1.08354, -0.29064], [1.08043, 0.18777, 0.20300], [1.26780, -1.55848, -1.48014], [-0.44648, -1.16953, -1.09281], [0.50597, -0.08397, -2.14560], [-0.89457, 2.45906, 0.58363], [-0.86019, 1.63545, 2.19857], [0.96699, -1.33479, 1.68588]], "homo_energy_ha": [-0.1429, -0.1429], "charge": -1, "orbital_gap_ev": [7.0, 7.0]}

[6]
{"formula": "C4H5NO2", "method": "ωB97M-V/def2-TZVPD", "elements": ["C", "C", "C", "C", "N", "O", "O", "H", "H", "H", "H", "H"], "xyz": [[-0.22607, -0.78273, 0.71937], [0.95467, -1.48531, 0.59091], [1.70918, 0.18072, -0.74968], [-1.37879, 1.11139, -0.23806], [-0.21673, 0.39537, 0.19343], [2.06570, 1.10832, -1.38689], [1.95664, -0.89805, -0.24275], [-1.10880, -1.12607, 1.21632], [1.26415, -2.38965, 0.97889], [-1.08634, 1.89079, -0.91394], [-1.98095, 0.46753, -0.77527], [-1.95266, 1.52769, 0.60768]], "homo_energy_ha": -0.2777, "orbital_gap_ev": 8.3}

The relative energy (zero: lowest compared OMol25 entry of this formula, charge and spin) results, record by record, are as follows: 20.8, 67.2, 49.7, 19.5, 103.6, 83.0 kcal per mole.
The DFT total energy results, record by record, are as follows: -5060.1802, -1828.0300, -682.1961, -3109.2125, -796.5206, -360.5372 a.u..